Molecular formula: C22H29N7O3Sc
Method: DFT, wB97M-V/def2-TZVPD

```
62
Properties=species:S:1:pos:R:3:forces:R:3:nbo_charge:R:1
Sc 0.087 -1.039 -0.357 -0.3 -0.4 0.2 1.955
N 1.745 -2.216 0.836 -0.2 0.1 0.1 -0.891
C 2.427 -3.128 -0.120 0.2 0.0 0.2 -0.350
C 1.557 -3.383 -1.342 -0.6 0.5 -0.3 0.774
O 1.579 -4.406 -1.962 0.1 -0.1 0.0 -0.547
O 0.768 -2.338 -1.622 0.4 -0.4 -0.1 -0.873
H 2.377 -1.499 1.180 0.0 0.0 0.0 0.415
H 1.440 -2.727 1.659 0.0 0.0 0.0 0.396
H 2.703 -4.072 0.349 0.0 0.0 -0.1 0.233
H 3.346 -2.652 -0.465 0.0 -0.1 0.0 0.243
N -1.380 2.104 -1.025 0.0 0.1 0.0 -0.747
C -2.341 1.234 -0.731 -0.1 0.1 0.1 0.638
N -3.586 1.706 -0.682 0.2 -0.2 0.0 -0.561
C -4.526 0.818 -0.389 -0.3 0.0 0.0 0.611
N -5.794 1.223 -0.368 0.1 0.0 0.0 -0.735
N -4.306 -0.495 -0.097 0.2 0.2 -0.1 -0.532
C -3.054 -0.850 -0.167 0.0 -0.3 0.1 0.468
N -2.002 -0.071 -0.500 -0.1 -0.1 0.1 -0.710
C -2.752 -2.280 0.152 0.0 0.1 -0.2 0.161
C -3.750 -3.236 0.131 0.0 0.0 0.1 -0.187
C -3.408 -4.551 0.396 -0.1 -0.1 0.0 -0.119
C -2.085 -4.871 0.654 0.1 0.1 0.0 -0.218
C -1.148 -3.855 0.630 -0.1 0.0 0.0 0.079
N -1.470 -2.580 0.391 0.2 0.0 0.0 -0.537
H -1.645 3.072 -1.103 0.0 0.0 0.0 0.425
H -0.405 1.878 -0.906 0.0 -0.1 0.0 0.433
H -6.012 2.180 -0.583 0.0 0.0 0.0 0.421
H -6.524 0.571 -0.140 0.0 0.0 0.0 0.419
H -4.764 -2.939 -0.089 0.0 0.0 0.0 0.260
H -4.166 -5.323 0.388 0.0 0.0 0.0 0.242
H -1.771 -5.885 0.849 0.0 0.0 0.0 0.248
H -0.100 -4.071 0.786 0.0 -0.1 0.0 0.201
C 1.221 1.002 -3.012 -0.3 -0.2 0.0 -0.564
C 2.488 1.380 -2.249 0.0 0.1 -0.1 -0.231
C 3.369 0.164 -1.988 0.1 -0.3 0.1 -0.585
C 2.272 2.218 -1.004 0.1 0.3 0.1 -0.068
C 2.832 3.494 -0.945 0.0 0.0 0.0 -0.185
C 2.726 4.278 0.190 0.0 0.0 0.1 -0.218
C 2.060 3.784 1.300 -0.1 -0.1 0.0 -0.205
C 1.473 2.521 1.300 0.1 0.2 0.0 0.018
C 0.751 2.049 2.549 0.0 0.2 0.0 -0.255
C 1.280 0.736 3.119 0.1 -0.1 0.0 -0.588
C -0.769 2.010 2.395 -0.1 -0.1 0.0 -0.590
C 1.587 1.768 0.128 -0.3 -0.6 -0.1 0.232
O 0.959 0.550 0.053 0.4 0.7 0.2 -0.931
H 1.467 0.520 -3.960 0.1 0.1 0.0 0.232
H 0.596 1.869 -3.227 0.0 0.0 0.0 0.220
H 0.592 0.266 -2.488 0.1 0.1 0.0 0.153
H 3.050 2.028 -2.929 0.0 0.0 0.0 0.219
H 2.847 -0.605 -1.414 0.0 0.1 0.0 0.180
H 4.272 0.438 -1.442 0.0 0.0 0.0 0.220
H 3.666 -0.301 -2.930 0.0 0.0 0.0 0.223
H 3.364 3.866 -1.811 0.0 0.0 0.0 0.217
H 3.168 5.264 0.220 0.0 0.0 0.0 0.226
H 1.981 4.386 2.197 0.0 0.0 0.0 0.215
H 0.962 2.818 3.298 0.0 0.0 0.0 0.215
H 0.908 -0.122 2.556 0.0 0.0 -0.1 0.177
H 0.950 0.609 4.151 0.0 0.0 0.0 0.221
H 2.371 0.702 3.110 0.0 0.0 0.0 0.218
H -1.079 1.233 1.693 0.0 0.0 0.0 0.184
H -1.160 2.961 2.035 0.0 0.0 0.0 0.218
H -1.245 1.795 3.354 0.0 0.0 0.0 0.217
```
Positions in Å, forces in eV/Å.

Computed properties:
- 2S+1: 1
- Kohn-Sham gap: 7.493 eV
- Charge: +1
- Largest force on an atom: 0.85 eV/A


Molecular formula: C51H65F9O21
Method: DFT, wB97M-V/def2-TZVPD

```
146
Properties=species:S:1:pos:R:3:forces:R:3:mulliken_charge:R:1
C 3.950 -1.822 2.201 -0.1 -0.5 -0.2 -0.409
C 3.809 -0.993 3.046 0.0 0.3 0.0 -0.115
C 3.676 0.115 3.974 0.0 0.1 0.1 -1.070
C 3.772 1.487 3.296 -0.3 -0.1 0.2 0.108
C 2.440 1.995 2.739 0.3 0.2 -0.2 -1.330
C 1.930 1.046 1.736 -0.2 0.1 0.1 0.224
C 1.060 0.044 1.825 -0.4 0.1 0.0 0.925
C 0.252 -0.367 3.010 0.0 -0.2 -0.3 -0.667
C -1.008 -1.196 2.755 0.1 0.2 0.1 -1.894
C -2.178 -0.570 2.013 -0.1 0.0 -0.1 1.301
F -2.775 -1.535 1.259 0.0 -0.1 -0.1 -0.353
F -1.820 0.422 1.150 0.2 0.1 0.0 -0.121
C -3.353 -0.024 2.864 0.5 0.1 0.3 0.361
F -4.407 0.234 2.078 -0.2 -0.2 -0.2 -0.282
F -3.686 -1.015 3.718 -0.3 -0.1 0.1 -0.195
C -3.137 1.233 3.748 -0.2 0.1 -0.2 0.612
F -2.173 1.000 4.646 0.2 0.0 0.1 -0.210
F -4.301 1.426 4.399 -0.1 -0.1 0.2 -0.338
C -2.842 2.569 3.008 0.1 -0.3 0.2 0.551
F -3.165 3.588 3.796 0.0 0.1 0.0 -0.287
F -1.557 2.677 2.692 0.1 -0.1 -0.1 -0.159
F -3.576 2.631 1.899 -0.1 0.3 0.0 -0.279
C 1.039 -0.631 0.512 0.0 -0.1 -0.3 0.254
O 0.396 -1.555 0.124 -0.2 -0.3 0.0 -0.597
O 1.914 0.013 -0.330 -0.1 -0.1 -0.3 0.052
C 2.450 1.075 0.350 0.1 -0.1 0.1 0.312
O 3.170 1.856 -0.177 0.4 0.3 -0.2 -0.550
H 4.061 -2.570 1.462 0.0 -0.2 -0.2 0.587
H 4.460 0.040 4.719 0.2 -0.1 0.1 0.535
H 2.737 0.006 4.513 -0.2 0.1 0.2 0.307
H 4.138 2.206 4.016 0.1 0.2 0.1 0.584
H 4.485 1.448 2.487 0.3 -0.1 0.0 -0.226
H 1.714 2.191 3.520 -0.2 -0.1 0.2 0.291
H 2.649 2.930 2.225 0.0 0.2 0.0 0.505
H 0.881 -0.994 3.634 0.1 -0.2 0.2 0.446
H 0.049 0.518 3.593 -0.2 0.3 0.3 0.454
H -1.367 -1.551 3.713 -0.1 0.0 0.2 -0.121
H -0.745 -2.067 2.174 0.1 -0.2 -0.2 0.821
O 3.847 -2.412 -2.194 0.0 -0.1 0.1 -0.648
C 3.781 -1.569 -3.044 0.0 0.1 0.2 0.639
C 2.655 -0.610 -3.362 0.4 0.0 -0.4 0.650
C 3.042 -0.097 -4.754 -0.1 -0.1 0.1 -0.301
C 4.560 -0.209 -4.721 -0.1 0.0 0.0 -0.514
O 4.832 -1.339 -3.872 0.1 0.0 -0.1 -0.389
H 2.670 0.182 -2.613 0.0 0.0 0.0 -0.351
H 1.697 -1.114 -3.332 0.0 0.0 0.2 0.001
H 2.698 0.912 -4.971 0.0 0.0 0.0 0.385
H 2.637 -0.756 -5.521 0.0 0.0 0.0 0.074
H 5.031 0.673 -4.277 0.0 0.0 0.0 0.155
H 5.007 -0.398 -5.694 0.0 0.0 0.0 0.387
O -0.433 -0.973 -3.847 -0.1 0.1 -0.2 -0.553
C -1.521 -0.784 -3.384 0.2 -0.1 0.4 0.250
C -2.170 -1.487 -2.213 -0.3 0.1 -0.1 0.599
C -3.643 -1.104 -2.360 0.1 0.0 0.0 -0.660
C -3.540 0.252 -3.053 0.0 -0.1 0.0 0.446
O -2.350 0.174 -3.864 -0.1 0.1 0.0 -0.269
H -1.723 -1.097 -1.296 0.0 -0.1 0.0 -0.720
H -1.979 -2.554 -2.266 0.1 0.0 0.1 0.412
H -4.189 -1.058 -1.421 0.0 0.0 0.0 0.398
H -4.148 -1.814 -3.015 0.0 0.0 0.0 0.297
H -3.412 1.070 -2.341 0.0 -0.1 0.0 -0.428
H -4.379 0.477 -3.706 0.0 0.0 -0.1 0.440
O 5.667 3.321 1.936 0.1 0.3 0.1 -0.557
C 5.596 3.826 0.855 -0.1 -0.4 -0.1 0.422
C 6.429 3.522 -0.373 0.0 0.3 -0.1 0.182
C 6.125 4.705 -1.293 0.0 -0.1 0.1 -0.635
C 4.714 5.085 -0.845 0.1 0.0 0.0 -0.292
O 4.668 4.759 0.557 -0.1 0.2 -0.1 -0.367
H 6.071 2.573 -0.779 0.0 0.0 0.1 -0.285
H 7.475 3.419 -0.101 0.0 -0.1 0.0 0.445
H 6.181 4.475 -2.355 0.0 0.0 0.0 0.338
H 6.816 5.524 -1.087 0.0 0.0 0.0 0.307
H 3.944 4.507 -1.350 0.0 -0.1 -0.1 0.127
H 4.486 6.141 -0.954 0.0 0.0 0.1 0.374
O -0.273 5.863 -2.215 0.1 0.0 0.0 -0.611
C -1.259 5.277 -1.887 0.0 0.1 -0.1 0.388
C -2.704 5.620 -2.207 -0.1 -0.1 0.2 -0.438
C -3.487 4.775 -1.204 0.1 0.1 -0.1 -0.701
C -2.539 3.599 -0.988 0.0 0.1 -0.1 0.822
O -1.218 4.143 -1.147 -0.1 -0.1 0.1 -0.281
H -2.898 5.323 -3.239 0.0 0.0 0.0 0.248
H -2.864 6.689 -2.110 0.0 0.0 -0.1 0.350
H -4.473 4.468 -1.546 0.0 0.0 0.0 0.424
H -3.609 5.326 -0.270 0.0 0.0 0.0 0.280
H -2.679 2.815 -1.737 0.0 0.1 0.0 -0.480
H -2.617 3.162 -0.001 0.1 0.0 0.0 -0.314
O 6.421 0.252 1.785 0.1 0.1 0.0 -0.540
C 6.820 -0.238 0.773 0.0 -0.2 0.0 0.325
C 7.870 -1.322 0.606 0.1 0.1 -0.2 -0.631
C 8.223 -1.237 -0.878 0.0 0.1 0.1 -0.604
C 6.917 -0.720 -1.474 0.1 -0.1 0.0 -0.002
O 6.338 0.111 -0.445 0.0 0.0 -0.1 -0.236
H 7.406 -2.275 0.867 0.0 0.0 0.0 0.257
H 8.705 -1.138 1.275 0.0 -0.1 0.1 0.378
H 8.542 -2.178 -1.321 -0.1 0.0 0.0 0.381
H 9.019 -0.505 -1.027 0.0 0.0 0.0 0.284
H 6.218 -1.524 -1.702 0.0 0.0 0.0 0.049
H 7.056 -0.113 -2.364 0.0 0.1 0.0 0.219
O 1.871 1.357 -8.352 0.0 0.1 0.0 -0.619
C 0.845 0.877 -7.968 -0.1 0.0 0.0 0.506
C -0.550 1.482 -7.992 0.0 -0.2 0.2 -0.510
C -1.317 0.595 -7.010 0.1 0.2 -0.2 -0.208
C -0.573 -0.726 -7.132 -0.1 -0.1 0.0 -0.051
O 0.790 -0.360 -7.429 0.0 -0.1 0.0 -0.349
H -0.933 1.409 -9.011 0.0 0.0 0.0 0.264
H -0.505 2.528 -7.705 0.0 0.1 -0.1 0.306
H -2.380 0.501 -7.221 0.0 0.0 0.0 0.453
H -1.205 0.978 -5.998 0.0 0.0 0.1 0.021
H -0.945 -1.345 -7.953 0.0 0.0 0.0 -0.052
H -0.589 -1.305 -6.216 0.1 0.0 0.0 0.254
O -2.746 -3.797 -7.236 0.0 0.1 0.1 -0.589
C -2.395 -4.250 -8.284 0.0 -0.1 0.0 0.599
C -1.346 -5.317 -8.545 0.1 0.1 -0.2 -0.433
C -1.062 -5.158 -10.039 -0.1 0.0 0.1 -0.474
C -2.394 -4.617 -10.550 0.1 0.0 0.0 -0.437
O -2.932 -3.847 -9.459 0.0 0.0 -0.1 -0.361
H -1.787 -6.286 -8.306 0.0 0.0 0.0 0.281
H -0.481 -5.155 -7.909 0.0 0.0 0.1 0.282
H -0.757 -6.074 -10.540 0.0 0.0 0.0 0.322
H -0.280 -4.413 -10.189 0.0 0.0 0.0 0.255
H -3.102 -5.414 -10.786 0.0 0.0 0.0 0.269
H -2.300 -3.962 -11.412 0.0 0.1 0.0 0.310
O -0.688 -1.604 6.320 0.1 0.1 -0.1 -0.574
C -1.617 -2.187 6.804 -0.1 0.0 -0.1 0.511
C -3.090 -1.849 6.697 0.0 -0.1 0.4 -0.183
C -3.723 -2.687 7.807 0.2 0.1 -0.2 -0.107
C -2.750 -3.858 7.891 -0.1 0.0 0.0 -0.573
O -1.463 -3.311 7.532 0.0 0.0 0.1 -0.392
H -3.424 -2.150 5.705 -0.1 0.0 0.0 0.086
H -3.238 -0.779 6.815 0.0 0.0 -0.1 0.324
H -4.745 -2.996 7.616 0.0 0.0 0.0 0.270
H -3.715 -2.134 8.743 0.0 0.0 0.0 0.089
H -2.989 -4.649 7.177 0.0 0.0 0.0 0.222
H -2.675 -4.290 8.884 0.1 0.0 0.0 0.349
O -5.667 -3.151 10.327 0.0 -0.1 0.0 -0.556
C -6.365 -2.182 10.351 0.0 0.0 0.2 0.552
C -7.388 -1.780 11.398 -0.2 0.1 -0.2 -0.499
C -8.210 -0.708 10.682 0.1 -0.1 0.0 -0.502
C -7.186 -0.135 9.707 0.0 0.0 0.0 -0.445
O -6.318 -1.237 9.381 0.0 0.1 -0.1 -0.305
H -6.847 -1.382 12.258 0.0 0.0 0.0 0.262
H -7.962 -2.646 11.712 0.1 0.0 0.1 0.315
H -8.637 0.046 11.339 0.0 0.0 0.0 0.329
H -9.025 -1.177 10.129 0.0 0.0 0.0 0.266
H -6.581 0.654 10.157 0.0 0.0 0.0 0.267
H -7.620 0.238 8.783 0.0 0.0 0.0 0.307
```
Positions in Å, forces in eV/Å.

Computed properties:
- 2S+1: 1
- Kohn-Sham gap: 9.090 eV
- Structure (SMILES): C#CCCCC1=C(CCC(F)(F)C(F)(F)C(F)(F)C(F)(F)F)C(=O)OC1=O.O=C1CCCO1.O=C1CCCO1.O=C1CCCO1.O=C1CCCO1.O=C1CCCO1.O=C1CCCO1.O=C1CCCO1.O=C1CCCO1.O=C1CCCO1
- Largest force on an atom: 0.57 eV/A
- ΔE to the lowest compared entry with this formula, charge and spin: 0.0 kJ/mol


Molecular formula: C13H15N3O2S2
Method: DFT, wB97M-V/def2-TZVPD

```
35
Properties=species:S:1:pos:R:3:forces:R:3:nbo_charge:R:1
C 4.472 -2.320 0.513 0.2 0.0 0.1 -0.252
O 3.248 -2.339 -0.180 -0.3 0.0 -0.2 -0.495
C 2.582 -1.162 -0.353 -0.1 0.1 0.0 0.283
C 1.363 -1.247 -1.026 0.2 -0.2 0.1 -0.251
C 0.604 -0.116 -1.243 0.2 0.0 0.0 -0.206
C 1.039 1.129 -0.801 0.1 0.2 -0.1 -0.050
C 0.159 2.339 -0.942 0.0 -0.1 0.3 -0.426
C -0.642 2.537 0.357 0.0 0.2 0.0 -0.216
N -1.323 1.314 0.712 -0.2 0.4 -0.3 -0.643
C -0.894 0.533 1.717 -0.4 -0.4 0.0 0.672
O -0.098 0.868 2.567 0.3 0.0 0.3 -0.619
C -1.514 -0.866 1.724 -0.1 0.0 0.0 -0.617
S -3.322 -0.903 1.945 0.2 -0.1 0.4 0.338
C -3.875 -0.726 0.323 -0.7 -0.1 -0.1 -0.140
N -3.136 -0.414 -0.698 0.6 -0.2 1.2 -0.360
N -3.807 -0.342 -1.837 -0.3 0.2 -1.7 -0.234
C -5.056 -0.589 -1.721 -0.5 -0.2 0.6 -0.155
S -5.564 -0.963 -0.095 0.9 0.2 -0.3 0.382
C 2.254 1.207 -0.139 -0.2 0.0 -0.2 -0.189
C 3.026 0.080 0.084 0.3 -0.3 0.1 -0.258
H 4.809 -3.355 0.545 0.0 0.1 0.0 0.199
H 4.350 -1.947 1.535 0.0 0.0 0.0 0.177
H 5.220 -1.713 -0.009 0.0 0.0 0.0 0.174
H 1.032 -2.215 -1.367 0.0 -0.1 -0.1 0.221
H -0.339 -0.203 -1.763 -0.1 0.0 -0.1 0.219
H 0.754 3.234 -1.128 0.0 0.0 -0.1 0.218
H -0.535 2.200 -1.773 0.0 0.1 -0.1 0.208
H -1.375 3.340 0.234 0.1 0.0 0.1 0.195
H 0.027 2.780 1.185 -0.1 0.1 -0.1 0.230
H -1.889 0.882 -0.014 0.1 -0.1 0.2 0.423
H -1.285 -1.384 0.794 0.1 -0.1 0.0 0.260
H -1.115 -1.418 2.574 0.0 0.1 -0.1 0.260
H -5.743 -0.569 -2.541 -0.2 0.0 -0.2 0.229
H 2.607 2.163 0.217 0.0 0.1 0.1 0.208
H 3.964 0.184 0.606 0.1 0.0 0.0 0.211
```
Positions in Å, forces in eV/Å.

Computed properties:
- 2S+1: 1
- Kohn-Sham gap: 8.582 eV
- Structure (SMILES): COc1ccc(CCNC(=O)CSc2nncs2)cc1
- Largest force on an atom: 1.70 eV/A
- ΔE to the lowest compared entry with this formula, charge and spin: 136.8 kJ/mol